Run w
{
  "formula": "C6H25NO7",
  "method": "ωB97M-V/def2-TZVPD",
  "molar_mass_da": 223.266,
  "e_homo_ha": -0.3625,
  "homo_lumo_gap_ev": 9.859,
  "smiles": "CCCC(=O)NCC.O.O.O.O.O.O",
  "species": ["C", "C", "C", "C", "O", "N", "C", "C", "H", "H", "H", "H", "H", "H", "H", "H", "H", "H", "H", "H", "H", "O", "H", "H", "O", "H", "H", "O", "H", "H", "O", "H", "H", "O", "H", "H", "O", "H", "H"],
  "xyz": [[-1.24826, -2.79633, -1.75591], [-0.25489, -2.30332, -0.71564], [0.91912, -1.53069, -1.35318], [0.90079, -0.16630, -0.77309], [0.58834, 0.84597, -1.39944], [1.42758, -0.01654, 0.47077], [1.55652, 1.30289, 1.07536], [2.69709, 1.28228, 2.07179], [-0.75556, -3.24465, -2.61235], [-1.70169, -1.95185, -2.29417], [-2.05157, -3.36297, -1.29372], [0.14188, -3.23856, -0.29048], [-0.70035, -1.82156, 0.15749], [1.87276, -2.06899, -1.29883], [0.81649, -1.68113, -2.42956], [1.54985, -0.79022, 1.11123], [0.61112, 1.53591, 1.57777], [1.65764, 2.11983, 0.37313], [2.73853, 0.30927, 2.57312], [2.70232, 2.10319, 2.78627], [3.67559, 1.30125, 1.57378], [-0.17936, 2.66013, -3.38217], [-0.53635, 3.36535, -2.84248], [-0.36592, 1.83018, -2.93393], [1.51516, -2.90012, 1.97611], [1.37338, -3.34896, 1.14083], [0.70674, -2.99488, 2.48810], [-0.24730, 3.85711, 1.58047], [-1.17680, 4.08970, 1.53928], [-0.18263, 3.18552, 0.89113], [-3.18076, 0.16545, -2.12689], [-2.96352, -0.68303, -1.73887], [-2.37350, 0.67680, -2.04141], [-0.39447, -0.78796, 3.01093], [0.47882, -0.97530, 2.67328], [-0.56494, -1.27942, 3.81633], [-2.66658, 0.10311, 0.45410], [-1.95727, 0.21226, 1.09224], [-3.42328, 0.64519, 0.66431]],
  "lowdin_charge": [-0.093, -0.247, -0.097, -0.471, 0.043, 0.072, -0.245, -0.067, 0.079, 0.061, 0.084, 0.083, 0.098, 0.125, 0.120, 0.090, 0.093, 0.115, 0.068, 0.081, 0.081, -0.063, 0.024, -0.016, -0.039, 0.026, 0.043, -0.050, 0.036, 0.007, -0.063, -0.010, 0.014, -0.031, -0.016, 0.051, -0.046, 0.018, 0.046]
}

---

Run x
{
  "formula": "C6H25NO7",
  "method": "ωB97M-V/def2-TZVPD",
  "molar_mass_da": 223.266,
  "e_homo_ha": -0.3385,
  "homo_lumo_gap_ev": 9.487,
  "smiles": "CCCC[C@H](N)C=O.O.O.O.O.O.O",
  "species": ["C", "C", "C", "C", "C", "N", "C", "O", "H", "H", "H", "H", "H", "H", "H", "H", "H", "H", "H", "H", "H", "O", "H", "H", "O", "H", "H", "O", "H", "H", "O", "H", "H", "O", "H", "H", "O", "H", "H"],
  "xyz": [[-3.33072, 1.52914, 0.36552], [-2.03379, 2.37941, 0.15798], [-0.90684, 1.54331, -0.41970], [-0.49679, 0.41969, 0.55239], [0.30615, 0.91064, 1.77314], [1.74377, 0.99402, 1.50341], [0.18250, 0.01643, 2.99076], [-0.09867, -1.15111, 2.89092], [-3.29550, 0.77901, -0.42391], [-4.22961, 2.14089, 0.28893], [-3.34160, 1.08401, 1.36328], [-2.30741, 3.08768, -0.62143], [-1.83845, 2.80359, 1.14893], [0.00462, 2.04576, -0.75887], [-1.25621, 1.07317, -1.33846], [0.12063, -0.34386, 0.04936], [-1.31720, -0.23076, 0.86656], [-0.05630, 1.90386, 2.03288], [2.06024, 0.21455, 0.95096], [2.03475, 1.85566, 1.05675], [0.33711, 0.48860, 3.96242], [-0.85604, -3.13356, 0.95555], [-0.77323, -2.28278, 1.44883], [-0.21080, -3.64714, 1.42477], [0.01968, -2.91938, -1.57179], [0.00218, -3.66734, -2.18903], [-0.47227, -3.07040, -0.72724], [2.31184, -3.00092, 0.04450], [2.80418, -2.18749, -0.04647], [1.41694, -2.81775, -0.29534], [0.16178, -0.36973, -2.89242], [-0.31652, -0.21601, -3.70815], [-0.22473, -1.12952, -2.47591], [3.28347, -0.43725, -0.47205], [2.90647, 0.25590, -1.06170], [3.83153, 0.18178, 0.01308], [1.48901, 1.64642, -1.87803], [1.45790, 2.26109, -2.62011], [0.88790, 0.99036, -2.34034]],
  "lowdin_charge": [-0.104, -0.243, -0.226, -0.155, -0.340, 0.068, -0.177, 0.051, 0.069, 0.064, 0.066, 0.100, 0.097, 0.079, 0.094, 0.106, 0.099, 0.131, 0.033, 0.079, 0.125, -0.048, 0.029, 0.054, -0.083, 0.076, 0.017, -0.078, -0.027, -0.021, -0.025, 0.072, 0.017, -0.063, 0.044, 0.055, -0.105, 0.058, 0.009]
}

---

Computed energies relative to the best structure, in hartree: run w 0.0048; run x 0.0000

---

Run w
{
  "formula": "C5H7FO",
  "method": "ωB97M-V/def2-TZVPD",
  "molar_mass_da": 102.108,
  "e_homo_ha": -0.3448,
  "homo_lumo_gap_ev": 10.464,
  "smiles": "F[C@H]1OC12CCC2",
  "species": ["F", "C", "O", "C", "C", "C", "C", "H", "H", "H", "H", "H", "H", "H"],
  "xyz": [[-2.82302, -0.40390, -0.48551], [-2.10006, 0.19982, 0.47378], [-1.19199, -0.68147, 1.12577], [-0.43473, 0.08617, 0.21666], [0.31211, -0.70787, -0.85786], [1.62183, -0.14728, -0.28087], [0.84405, 0.92315, 0.53810], [-2.66797, 0.95461, 0.95259], [0.26457, -0.44031, -1.95121], [0.04148, -1.80925, -0.61854], [2.12902, -0.99005, 0.37906], [2.30946, 0.24242, -1.07655], [1.03876, 0.99616, 1.54590], [0.65648, 1.77781, 0.03868]],
  "lowdin_charge": [0.042, -0.183, 0.006, -0.315, -0.125, -0.169, -0.066, 0.131, 0.124, 0.144, 0.145, 0.107, 0.086, 0.073]
}

---

Run x
{
  "formula": "C5H7FO",
  "method": "ωB97M-V/def2-TZVPD",
  "molar_mass_da": 102.108,
  "e_homo_ha": -0.3602,
  "homo_lumo_gap_ev": 10.746,
  "species": ["C", "C", "C", "C", "C", "O", "F", "H", "H", "H", "H", "H", "H", "H"],
  "xyz": [[0.15246, -1.31271, 1.59061], [0.87324, -0.59255, 0.94522], [-2.22948, 0.33203, -0.24609], [0.96053, 0.74529, -1.10635], [1.74534, 0.29746, 0.12697], [-2.53659, -0.86902, 0.26444], [-3.31113, 0.75028, -0.88178], [-0.54875, -1.89599, 2.23533], [-1.80047, -1.23296, 0.82502], [0.57437, 0.01151, -1.78413], [0.01199, 1.25950, -0.78298], [1.51962, 1.39460, -1.70448], [1.97474, 1.35081, 0.54713], [2.61412, -0.23823, -0.02889]],
  "lowdin_charge": [0.065, -0.123, -0.114, -0.139, -0.228, 0.018, 0.028, 0.069, 0.040, 0.065, 0.053, 0.046, 0.147, 0.073]
}

---

Computed energies relative to the best structure, in hartree: run w 0.0000; run x 0.0377

---

Run w
{
  "formula": "C7H6O",
  "method": "ωB97M-V/def2-TZVPD",
  "molar_mass_da": 106.124,
  "e_homo_ha": -0.2946,
  "homo_lumo_gap_ev": 8.379,
  "smiles": "C1=C[C@@H]2C=COC2=C1",
  "species": ["C", "C", "C", "C", "C", "O", "C", "C", "H", "H", "H", "H", "H", "H"],
  "xyz": [[-2.27200, -0.08991, -0.07230], [-1.50193, 1.10588, -0.00426], [-0.04597, 0.78698, 0.23592], [1.24977, 1.12689, -0.32332], [2.09618, 0.00014, 0.02848], [1.36384, -1.12572, 0.06810], [0.02036, -0.76956, -0.00342], [-1.26280, -1.16579, 0.00936], [-3.32698, 0.08996, -0.06054], [-1.87209, 2.10040, -0.02536], [0.46338, 1.06546, 1.30851], [2.27206, 1.97390, -0.39035], [3.25587, 0.04791, -0.08052], [-1.40453, -2.23960, -0.51938]],
  "lowdin_charge": [-0.041, -0.038, -0.272, -0.074, -0.173, 0.004, -0.195, -0.072, 0.087, 0.078, 0.221, 0.180, 0.144, 0.150]
}

---

Run x
{
  "formula": "C7H6O",
  "method": "ωB97M-V/def2-TZVPD",
  "molar_mass_da": 106.124,
  "e_homo_ha": -0.3198,
  "homo_lumo_gap_ev": 7.986,
  "smiles": "O=c1cccccc1",
  "species": ["O", "C", "C", "C", "C", "C", "C", "C", "H", "H", "H", "H", "H", "H"],
  "xyz": [[-2.73253, -0.15142, 0.14326], [-1.55381, -0.17320, -0.05570], [-1.02253, 1.23439, -0.04342], [0.11588, 1.61968, -0.18311], [1.37153, 0.80575, -0.12990], [1.43958, -0.63292, 0.12320], [0.46629, -1.66727, 0.00884], [-0.83398, -1.37360, -0.31290], [-1.73146, 1.84403, 0.26624], [0.12936, 2.69133, 0.15071], [2.26350, 1.49553, -0.20479], [2.49384, -0.95383, 0.66023], [1.02912, -2.48624, 0.08644], [-1.43478, -2.25222, -0.50909]],
  "lowdin_charge": [0.080, -0.396, -0.065, -0.121, -0.009, -0.084, -0.067, 0.019, 0.079, 0.138, 0.105, 0.147, 0.060, 0.115]
}

---

Computed energies relative to the best structure, in hartree: run w 0.0852; run x 0.0000

---

Run w
{
  "formula": "C5H12N2S",
  "method": "ωB97M-V/def2-TZVPD",
  "molar_mass_da": 132.232,
  "e_homo_ha": -0.3306,
  "homo_lumo_gap_ev": 9.762,
  "smiles": "C[C@]1(S)CN[C@H]1CN",
  "species": ["C", "C", "S", "C", "N", "C", "C", "N", "H", "H", "H", "H", "H", "H", "H", "H", "H", "H", "H", "H"],
  "xyz": [[0.85447, 1.61787, 1.17142], [-0.14797, 0.67265, 0.56187], [-1.27464, 1.61639, -0.49478], [-0.86584, -0.21641, 1.57247], [0.13176, -1.28792, 1.29312], [0.50998, -0.66090, 0.01072], [-0.08790, -1.28725, -1.21159], [0.31154, -0.62804, -2.43148], [1.48667, 2.04694, 0.36725], [0.47043, 2.46219, 1.76266], [1.62827, 1.15470, 1.81072], [-0.36312, 2.43491, -1.16201], [-1.87975, -0.51248, 1.25820], [-0.93512, 0.12814, 2.61702], [-0.35917, -2.17306, 1.18376], [1.59623, -0.60816, -0.20460], [-1.18725, -1.42515, -1.08660], [0.27722, -2.32547, -1.30291], [0.04628, -1.25210, -3.19268], [-0.21210, 0.24315, -2.52258]],
  "lowdin_charge": [-0.132, -0.776, 0.776, -0.199, 0.006, -0.328, -0.315, -0.002, 0.080, 0.082, 0.092, -0.086, 0.106, 0.117, 0.098, 0.145, 0.116, 0.123, 0.072, 0.023]
}

---

Run x
{
  "formula": "C5H12N2S",
  "method": "ωB97M-V/def2-TZVPD",
  "molar_mass_da": 132.232,
  "e_homo_ha": -0.3464,
  "homo_lumo_gap_ev": 8.099,
  "species": ["C", "C", "C", "C", "C", "H", "H", "H", "H", "H", "H", "H", "H", "H", "H", "H", "H", "N", "N", "S"],
  "xyz": [[-2.39822, -1.20067, 0.07640], [-0.99227, -0.45407, 0.07920], [-1.21694, 0.93903, 0.63376], [0.33254, -1.24241, 0.03458], [1.59325, -0.55946, 0.83093], [-2.08511, -2.12429, -0.61229], [-2.58470, -1.49575, 1.23738], [-3.32516, -0.81324, -0.26298], [-0.18260, 1.35856, 0.81467], [-1.69157, 1.15866, 1.58981], [-2.17860, 1.24307, -1.25074], [-2.88037, 1.71232, 0.22936], [0.24526, 0.11971, -1.43126], [0.31909, -2.39119, 0.14825], [1.17321, -0.00512, 1.68529], [2.13914, -1.36244, 1.03884], [1.16280, 1.73296, -0.89314], [-2.01989, 1.91266, -0.15561], [-0.37742, -0.71805, -1.15708], [2.67248, 0.47562, -0.18960]],
  "lowdin_charge": [-0.045, -0.543, -0.289, -0.224, -0.558, 0.110, 0.116, 0.030, 0.070, 0.115, 0.200, -0.011, 0.052, 0.151, 0.066, -0.009, 0.148, -0.009, 0.037, 0.592]
}

---

Computed energies relative to the best structure, in hartree: run w 0.0000; run x 0.2123

---

Run w
{
  "formula": "C2HN3OS",
  "method": "ωB97M-V/def2-TZVPD",
  "molar_mass_da": 115.117,
  "e_homo_ha": -0.3580,
  "homo_lumo_gap_ev": 7.830,
  "smiles": "S=c1cnonn1",
  "species": ["S", "C", "C", "N", "O", "N", "N", "H"],
  "xyz": [[-2.48431, -0.24850, -0.13225], [-0.88951, -0.23967, -0.00468], [-0.03923, 0.95666, 0.09605], [1.24218, 0.91142, -0.05236], [1.77838, -0.31337, -0.24253], [1.02051, -1.56632, -0.02941], [-0.20062, -1.45389, 0.13550], [-0.42741, 1.95366, 0.22968]],
  "lowdin_charge": [0.791, -0.848, -0.144, 0.071, -0.115, 0.128, 0.006, 0.111]
}

---

Run x
{
  "formula": "C2HN3OS",
  "method": "ωB97M-V/def2-TZVPD",
  "molar_mass_da": 115.117,
  "e_homo_ha": -0.3564,
  "homo_lumo_gap_ev": 7.863,
  "smiles": "S=c1cnonn1",
  "species": ["S", "C", "C", "N", "O", "N", "N", "H"],
  "xyz": [[-2.48849, -0.25872, -0.16592], [-0.88564, -0.25264, 0.03185], [-0.05609, 0.94210, 0.10501], [1.21458, 0.91727, -0.08216], [1.76663, -0.30215, -0.28805], [1.07071, -1.49469, -0.03606], [-0.15029, -1.45496, 0.13778], [-0.47141, 1.90380, 0.29755]],
  "lowdin_charge": [0.774, -0.831, -0.149, 0.090, -0.093, 0.081, 0.023, 0.107]
}

---

Computed energies relative to the best structure, in hartree: run w 0.0034; run x 0.0000